{
  "formula": "C20H25N3O3S",
  "method": "the ωB97M-V functional and the def2-TZVPD basis",
  "relative_energy_kj_mol": 2309.1,
  "mol_weight_g_mol": 387.5,
  "charge": 0,
  "fmax_ha_per_bohr": 0.369,
  "homo_lumo_gap_ev": 8.4,
  "elements": ["H", "C", "H", "H", "H", "H", "C", "C", "C", "C", "H", "H", "C", "O", "H", "C", "H", "C", "S", "N", "H", "H", "H", "C", "C", "C", "C", "C", "C", "N", "H", "H", "H", "H", "H", "C", "H", "H", "H", "H", "O", "C", "O", "C", "H", "C", "H", "C", "H", "H", "C", "N"],
  "positions_angstrom": [[2.753, -0.338, -1.192], [5.256, -0.164, -0.940], [-1.351, -0.511, 2.060], [6.128, 0.244, -0.900], [-2.625, -4.771, 0.521], [4.228, -2.567, 1.289], [3.617, -2.632, 0.509], [0.641, 1.852, 1.811], [5.547, -1.710, -0.987], [-2.576, -2.165, 0.949], [2.755, 1.171, 2.128], [0.212, 3.235, -1.360], [2.387, -1.583, 0.591], [-3.914, -3.265, -0.315], [1.739, -2.004, -0.042], [2.854, -0.027, -0.182], [-2.477, -2.734, 1.814], [-0.752, 1.282, -2.011], [-2.153, 2.986, -0.473], [1.873, 0.934, 0.373], [3.810, -2.490, -1.557], [3.022, -3.610, 0.637], [6.114, -1.805, -1.607], [-0.877, 2.689, -1.596], [-3.785, -4.475, 0.614], [-2.105, -0.827, 1.379], [4.390, -2.522, -0.919], [-0.182, 1.284, 0.783], [-2.438, 0.215, 0.676], [1.809, 1.224, 1.834], [-1.896, 1.906, 1.815], [-4.403, -5.240, 0.049], [6.134, -1.813, 0.070], [4.799, 0.024, -1.679], [-1.216, 3.395, -2.396], [-3.833, -1.065, -0.881], [0.233, -0.280, -1.543], [4.617, -0.031, 0.924], [4.622, -3.574, -0.769], [-4.134, -4.250, 1.512], [0.498, 2.171, 3.139], [0.591, 1.004, -0.048], [-1.131, 0.701, -3.092], [-3.248, 0.171, -0.671], [-3.544, 1.174, -1.176], [-1.780, 1.759, 0.714], [-4.420, -1.288, -1.619], [-3.419, -2.207, 0.008], [4.292, 1.581, 0.130], [2.083, -1.318, 1.451], [4.218, 0.219, 0.115], [0.159, 0.546, -1.493]],
  "atomic_forces_ev_per_a": [[-0.8, 0.9, -1.1], [-0.7, -6.5, 8.4], [0.5, -1.1, 1.4], [5.1, 3.2, 0.6], [-2.7, 0.5, 0.7], [2.8, 0.4, 3.1], [-5.2, 1.1, -3.5], [-0.6, -0.9, 12.7], [-7.9, 5.6, 16.3], [4.9, 5.3, 6.5], [0.3, 1.2, 1.5], [-2.6, -1.9, -0.1], [7.5, 1.1, -5.8], [-4.9, -9.6, -1.6], [-3.2, -1.2, -2.0], [-3.7, -4.3, 3.2], [0.1, -2.3, 0.5], [-1.1, -2.1, -7.6], [-0.9, 0.8, 1.6], [3.0, -0.9, -1.8], [-10.2, 1.0, -11.3], [1.4, 1.0, -0.6], [11.4, -2.7, -12.9], [2.3, 3.5, -1.2], [3.2, -0.8, -7.4], [0.1, -1.1, -0.9], [6.5, -4.8, 13.5], [-13.0, 8.9, 10.1], [-2.1, 5.7, -7.3], [1.4, -2.3, -7.9], [-0.3, 1.4, -1.0], [0.8, 0.9, 1.0], [-0.9, -0.3, -2.4], [-5.4, 2.9, -10.9], [0.3, -1.2, -0.1], [5.3, 1.8, 5.0], [0.7, -14.4, -1.9], [2.4, -2.2, 7.6], [1.0, -0.4, -1.4], [-1.3, 0.9, 4.0], [-2.0, 1.2, -5.1], [8.8, -6.6, -13.9], [-1.4, 2.9, 2.0], [-1.0, -1.2, 3.2], [0.7, -2.4, 0.7], [3.1, -5.7, 3.8], [-3.5, -1.2, -4.2], [-0.9, 6.3, -3.6], [-0.1, -3.7, 0.1], [-2.4, 1.4, 6.4], [1.3, 8.0, -5.7], [3.9, 14.2, 9.3]],
  "nbo_charge": [0.23, -0.35, 0.22, 0.20, 0.20, 0.19, -0.38, 0.58, -0.29, -0.38, 0.44, 0.25, -0.36, -0.47, 0.18, -0.07, 0.22, 0.64, 0.37, -0.27, 0.16, 0.20, 0.15, -0.69, -0.25, -0.24, -0.38, -0.19, -0.02, -0.39, 0.29, 0.21, 0.15, 0.16, 0.28, -0.20, 0.37, 0.18, 0.22, 0.18, -0.68, 0.34, -0.61, -0.22, 0.24, -0.44, 0.20, 0.33, 0.17, 0.18, -0.35, -0.52]
}

***

{
  "formula": "C6H12O",
  "method": "the ωB97M-V functional and the def2-TZVPD basis",
  "smiles": "C=C(C)/C=C/C.O",
  "relative_energy_kj_mol": 147.2,
  "mol_weight_g_mol": 100.2,
  "charge": 0,
  "fmax_ha_per_bohr": 0.032,
  "homo_lumo_gap_ev": 9.6,
  "elements": ["C", "H", "H", "C", "C", "H", "C", "H", "C", "H", "H", "H", "C", "H", "H", "O", "H", "H", "H"],
  "positions_angstrom": [[1.896, 0.836, -1.237], [-2.149, 0.695, 0.207], [-3.243, -0.361, 0.163], [0.712, -0.046, 1.337], [0.731, 0.222, -1.140], [0.401, 0.049, -3.275], [0.262, -0.384, 0.137], [2.652, 0.970, -0.462], [0.192, -0.673, 2.620], [0.729, -1.578, 2.898], [-0.960, 0.714, -2.483], [2.201, 1.237, -2.196], [-0.145, -0.004, -2.321], [0.326, 0.035, 3.430], [1.454, 0.702, 1.521], [-3.043, 0.515, 0.528], [-0.879, -0.815, 2.566], [-0.629, -0.976, -2.313], [-0.507, -1.140, 0.019]],
  "atomic_forces_ev_per_a": [[1.0, 0.5, -0.6], [-0.1, 0.0, 0.1], [0.0, 0.3, 0.2], [-0.8, -0.9, 1.0], [-0.2, -0.6, 0.9], [0.1, -0.1, 0.4], [0.4, 0.6, -0.6], [-0.5, -0.2, 0.1], [0.2, 0.7, -0.3], [-0.1, -0.1, -0.1], [0.1, 0.1, 0.6], [0.0, 0.0, -0.1], [-0.3, 0.3, -1.5], [0.2, 0.1, 0.2], [0.4, 0.4, -0.5], [0.1, -0.4, -0.3], [-0.2, -0.5, -0.1], [0.0, -0.3, 0.2], [-0.1, -0.1, 0.2]],
  "nbo_charge": [-0.38, 0.47, 0.46, -0.12, -0.04, 0.22, -0.26, 0.20, -0.65, 0.22, 0.22, 0.19, -0.64, 0.21, 0.20, -0.94, 0.22, 0.21, 0.19]
}

***

{
  "formula": "C34H32MnN3P",
  "method": "the ωB97M-V functional and the def2-TZVPD basis",
  "relative_energy_kj_mol": 306.8,
  "mol_weight_g_mol": 568.6,
  "charge": 0,
  "fmax_ha_per_bohr": 0.018,
  "homo_lumo_gap_ev": [5.9, 5.5],
  "spin_multiplicity": 2,
  "elements": ["H", "H", "H", "C", "C", "C", "H", "C", "H", "H", "C", "P", "H", "C", "H", "H", "H", "C", "C", "C", "C", "C", "C", "C", "C", "C", "C", "C", "C", "H", "C", "C", "C", "H", "H", "C", "H", "C", "Mn", "C", "H", "H", "C", "C", "N", "H", "H", "H", "C", "H", "N", "H", "C", "C", "H", "C", "H", "C", "H", "C", "H", "H", "H", "H", "C", "C", "H", "N", "H", "H", "H"],
  "positions_angstrom": [[1.396, -2.104, 1.221], [-3.541, 1.204, 2.923], [0.616, -3.994, 2.279], [-3.428, -2.660, -0.413], [1.856, 4.575, 1.457], [-0.961, 1.607, -3.032], [0.679, -0.760, -3.576], [-1.567, -2.873, 1.272], [-1.336, 2.949, 2.256], [-4.035, -0.549, 1.175], [1.297, 1.505, -0.431], [0.223, 0.126, -0.814], [4.086, 3.060, 0.218], [-2.697, -2.173, 0.806], [3.744, -3.705, -3.149], [-2.768, -3.213, -1.080], [3.752, -3.331, -0.714], [-1.846, -0.534, -2.364], [-0.962, -2.553, 2.498], [1.922, 1.767, 2.448], [1.339, -1.115, -1.571], [0.140, -3.402, 3.058], [-2.848, 0.597, -4.203], [2.269, -1.660, 0.742], [1.925, 3.599, 0.353], [-3.086, 0.442, 3.555], [2.036, 4.354, -0.913], [0.614, 2.061, 1.757], [2.635, 1.527, -0.497], [2.303, -0.606, 1.027], [-0.932, 0.505, -2.175], [-3.177, -1.095, 1.549], [3.089, 2.027, 1.864], [1.883, 1.338, 3.445], [3.157, -2.144, 1.150], [2.210, -2.254, -3.519], [1.027, 2.440, -2.909], [-1.430, -1.428, 3.177], [-0.978, -0.488, 1.209], [-0.015, 2.761, -2.909], [-0.281, -4.088, 3.795], [2.209, -2.400, -4.591], [-1.940, 1.628, -4.027], [-0.565, 2.296, 2.651], [-0.387, 1.046, 1.962], [-3.886, -1.840, -0.962], [-3.850, 0.062, 4.237], [-2.303, 0.911, 4.145], [1.350, -1.327, -2.945], [-0.157, 3.471, -3.721], [1.795, 5.322, 2.326], [-3.586, 0.656, -4.993], [3.123, 2.613, 0.463], [2.217, -1.845, -0.748], [-4.226, -3.337, -0.099], [3.068, -2.980, -2.714], [-3.486, -1.336, -3.495], [0.696, 2.626, 0.351], [-0.174, 3.269, -1.957], [3.068, -2.771, -1.342], [4.025, 1.822, 2.370], [-0.931, -1.108, 4.083], [-1.181, -3.689, 0.673], [-1.976, 2.486, -4.688], [-2.798, -0.510, -3.367], [-2.540, -0.687, 2.732], [-0.417, 2.326, 3.728], [2.127, 4.950, -1.890], [-1.778, -1.393, -1.710], [3.293, 0.823, -0.991], [0.900, -2.800, 3.555]],
  "atomic_forces_ev_per_a": [[0.0, 0.0, 0.0], [0.0, 0.0, 0.0], [0.0, 0.0, 0.0], [-0.1, 0.0, 0.1], [0.0, -0.1, -0.1], [0.1, 0.2, 0.0], [0.0, 0.0, 0.0], [0.3, 0.4, -0.1], [0.0, 0.0, 0.0], [0.0, 0.0, 0.1], [-0.1, 0.0, 0.0], [-0.1, 0.0, -0.1], [0.0, 0.0, 0.0], [0.0, 0.0, -0.1], [0.0, 0.0, 0.0], [0.0, 0.0, 0.0], [0.0, 0.0, 0.0], [0.0, 0.0, 0.0], [-0.1, 0.0, -0.4], [-0.2, 0.1, 0.0], [0.1, -0.1, 0.2], [0.0, 0.1, 0.0], [0.0, 0.0, 0.0], [0.1, 0.1, 0.0], [0.1, 0.1, 0.0], [0.0, 0.0, 0.0], [-0.2, 0.0, 0.1], [0.2, 0.1, 0.0], [0.0, -0.1, 0.0], [0.0, 0.0, 0.0], [-0.1, -0.3, 0.1], [-0.1, 0.1, -0.3], [0.1, 0.0, -0.1], [0.0, 0.0, 0.0], [0.0, 0.0, 0.0], [-0.1, 0.1, 0.0], [0.0, 0.0, -0.1], [0.0, 0.0, 0.3], [0.3, -0.4, 0.8], [0.0, 0.0, 0.0], [0.0, 0.0, 0.0], [0.0, 0.0, 0.0], [-0.1, 0.0, -0.1], [0.0, 0.0, 0.1], [-0.2, -0.3, -0.4], [0.0, 0.0, 0.0], [0.0, 0.0, 0.0], [0.0, 0.0, 0.0], [0.0, 0.0, 0.0], [0.0, 0.0, 0.0], [0.0, 0.0, 0.0], [0.0, 0.0, 0.0], [-0.1, 0.1, 0.0], [0.0, 0.0, -0.1], [0.0, 0.0, 0.0], [0.0, 0.0, 0.1], [0.0, 0.0, 0.0], [0.0, 0.0, 0.1], [0.0, 0.0, 0.0], [0.0, 0.0, 0.0], [0.0, 0.0, 0.0], [0.0, 0.0, 0.0], [0.0, 0.0, 0.1], [0.0, 0.0, 0.0], [0.1, 0.1, 0.0], [-0.2, 0.2, 0.0], [0.0, 0.0, 0.0], [0.1, 0.0, 0.0], [0.0, 0.0, 0.0], [0.0, 0.0, 0.0], [0.0, 0.0, 0.0]],
  "mulliken_charge": [-0.15, 0.41, 0.38, -1.74, -0.55, 1.20, 0.38, -0.56, 0.35, 0.48, 0.03, 2.09, 0.81, 1.09, 0.38, 0.41, 0.44, -0.40, 0.87, -0.94, 0.90, -1.65, -0.78, -1.08, 2.71, -1.70, -0.40, 0.88, -1.24, -0.10, -0.16, -0.85, -1.01, 0.48, 0.72, -0.83, 0.24, -0.63, 0.47, -1.00, 0.36, 0.44, -0.87, -1.19, 0.43, 0.41, 0.32, 0.36, -1.06, 0.43, -0.73, 0.39, -0.32, 0.89, 0.42, -0.79, 0.48, -1.31, 0.07, -0.79, 0.36, 0.45, 0.39, 0.42, -0.96, 0.62, 0.34, -0.74, 0.28, 0.51, 0.43]
}